One molecule with the formula C4H10N4. Source: the OMol25 dataset; level of theory: ωB97M-V/def2-TZVPD.

Each line ends with the natural charge from an NBO analysis.
Element x y z (Å)
C -2.19 -0.47 -0.40  -0.424
C 2.46 -0.32 0.62  -0.408
N -0.96 0.20 0.02  -0.223
C 0.27 -0.31 -0.58  0.593
N -0.96 1.62 -0.10  -0.643
C 0.09 -0.41 1.64  -0.043
N 1.02 -0.48 0.54  -0.504
N 0.40 -0.47 -1.83  -0.752
H -1.21 1.88 -1.05  0.350
H -1.66 1.98 0.54  0.358
H 1.28 -0.92 -2.08  0.353
H 0.45 0.46 2.24  0.085
H -2.08 -1.54 -0.20  0.229
H -2.39 -0.32 -1.47  0.207
H -3.02 -0.08 0.19  0.205
H 2.69 0.57 1.22  0.202
H 2.93 -1.19 1.08  0.201
H 2.87 -0.19 -0.38  0.212

Values from the calculation:
Energy relative to the best compared isomer or geometry (same formula, charge and spin) ... 124.64 kcal/mol
HOMO-LUMO gap ... 8.0 eV
Energy ... -377.24819 hartree



One molecule with the formula C4H10N4 in a non-equilibrium geometry. Source: the OMol25 dataset; level of theory: ωB97M-V/def2-TZVPD.

Each line ends with the natural charge from an NBO analysis.
Element x y z (Å)
C 1.06 1.58 1.93  -0.405
C -1.44 -0.48 0.40  -0.027
C -0.87 -1.59 -0.40  -0.330
C -0.12 0.49 -2.18  -0.172
H 2.14 1.43 2.01  0.197
H 0.61 1.68 2.89  0.207
H 0.77 2.47 1.31  0.184
H 1.07 0.22 0.36  0.365
H -2.46 -0.28 0.47  0.196
H -1.56 -1.96 -1.20  0.208
H -0.59 -2.59 0.12  0.231
H 1.18 -1.64 -0.37  0.368
H -1.15 0.32 -2.24  0.165
H 0.27 1.26 -2.86  0.185
N 0.61 0.33 1.23  -0.452
N -0.73 0.33 1.10  -0.229
N 0.45 -1.37 -0.96  -0.440
N 0.79 -0.20 -1.61  -0.252

Values from the calculation:
Energy relative to the best compared isomer or geometry (same formula, charge and spin) ... 87.20 kcal/mol
HOMO-LUMO gap ... 9.5 eV
Energy ... -377.30785 hartree



Repeat the second record exactly.
One molecule with the formula C4H10N4 in a non-equilibrium geometry. Source: the OMol25 dataset; level of theory: ωB97M-V/def2-TZVPD.

Each line ends with the natural charge from an NBO analysis.
Element x y z (Å)
C 1.06 1.58 1.93  -0.405
C -1.44 -0.48 0.40  -0.027
C -0.87 -1.59 -0.40  -0.330
C -0.12 0.49 -2.18  -0.172
H 2.14 1.43 2.01  0.197
H 0.61 1.68 2.89  0.207
H 0.77 2.47 1.31  0.184
H 1.07 0.22 0.36  0.365
H -2.46 -0.28 0.47  0.196
H -1.56 -1.96 -1.20  0.208
H -0.59 -2.59 0.12  0.231
H 1.18 -1.64 -0.37  0.368
H -1.15 0.32 -2.24  0.165
H 0.27 1.26 -2.86  0.185
N 0.61 0.33 1.23  -0.452
N -0.73 0.33 1.10  -0.229
N 0.45 -1.37 -0.96  -0.440
N 0.79 -0.20 -1.61  -0.252

Values from the calculation:
Energy relative to the best compared isomer or geometry (same formula, charge and spin) ... 87.20 kcal/mol
HOMO-LUMO gap ... 9.5 eV
Energy ... -377.30785 hartree



Q: energy relative to the best compared isomer or geometry (same formula, charge and spin) of number 1 (C4H10N4)?
A: 124.64 kcal/mol